(1)
C6H11NO | ωB97M-V/def2-TZVPD

Structure (XYZ):
```
19
Properties=species:S:1:pos:R:3
C 0.729 0.110 0.818
C 2.103 0.470 1.306
C -2.283 -0.094 -0.591
N 0.118 -0.923 1.472
C 0.341 -0.475 -1.481
C 0.110 0.886 -0.167
C -1.090 0.731 -0.955
O 0.046 -1.654 -1.408
H 0.704 -1.745 1.580
H -0.780 -1.206 1.105
H 0.948 -0.021 -2.274
H 0.724 1.721 -0.497
H -1.224 1.489 -1.720
H 2.615 1.141 0.613
H 2.720 -0.425 1.434
H 2.047 0.971 2.278
H -2.103 -1.175 -0.706
H -2.605 0.057 0.445
H -3.121 0.142 -1.251
```

Results
E_HOMO, eV: -6.87
HOMO-LUMO gap, eV: 7.814
Relative energy (zero: lowest compared OMol25 entry of this formula, charge and spin), kJ/mol: 325.5
LUMO, eV: 0.9

***

(2)
C2HF6NO3PbS2 | ωB97M-V/def2-TZVPD

Structure (XYZ):
```
16
Properties=species:S:1:pos:R:3
N -0.927 0.407 -1.053
S -0.751 -1.053 -1.908
C -1.980 -2.118 -1.097
F -1.916 -3.319 -1.680
F -3.232 -1.666 -1.215
F -1.758 -2.281 0.212
S 0.137 0.560 0.140
O 1.280 1.552 -0.250
O 3.206 -0.174 1.791
C -0.879 1.697 1.209
F -1.979 1.063 1.581
F -0.177 2.018 2.287
F -1.206 2.804 0.566
Pb 3.232 1.324 0.453
O 4.687 0.249 1.542
H 5.095 -0.557 1.202
```

Results
E_HOMO, eV: -8.65
HOMO-LUMO gap, eV: 7.205
LUMO, eV: -1.4

***

(3)
C54H47N9OPSTi | ωB97M-V/def2-TZVPD

Structure (XYZ):
```
114
Properties=species:S:1:pos:R:3
Ti 0.117 0.116 0.150
C -0.750 1.884 -4.750
N -0.229 0.964 -3.782
C -0.467 1.003 -2.434
N 0.211 0.002 -1.826
C 0.903 -0.669 -2.817
C 0.638 -0.057 -4.033
C 1.180 -0.295 -5.377
C 2.535 -0.082 -5.622
C 3.054 -0.296 -6.885
C 2.232 -0.726 -7.915
C 0.883 -0.930 -7.680
C 0.354 -0.709 -6.420
C 1.762 -1.826 -2.599
C 2.252 -2.130 -1.325
C 3.203 -3.121 -1.158
C 3.641 -3.867 -2.241
C 3.083 -3.643 -3.490
C 2.158 -2.634 -3.671
P -1.899 1.925 -1.756
C -2.569 0.538 -0.810
N -1.862 -0.348 -0.083
C -2.766 -1.273 0.364
C -4.033 -0.937 -0.070
N -3.894 0.200 -0.816
C -4.919 0.884 -1.547
C -5.311 -1.610 0.158
C -5.442 -2.971 -0.107
C -6.651 -3.606 0.103
C -7.740 -2.896 0.584
C -7.612 -1.545 0.861
C -6.407 -0.903 0.647
C -2.447 -2.470 1.136
C -3.157 -2.740 2.304
C -2.977 -3.939 2.968
C -2.108 -4.889 2.458
C -1.394 -4.621 1.300
C -1.545 -3.412 0.646
C -1.050 2.685 -0.327
N -0.378 1.973 0.596
C -0.044 2.854 1.596
C -0.565 4.099 1.297
N -1.207 3.976 0.098
C -1.950 4.986 -0.599
C -0.510 5.314 2.111
C -0.853 5.244 3.461
C -0.751 6.363 4.265
C -0.300 7.563 3.739
C 0.032 7.642 2.396
C -0.076 6.528 1.583
C 0.879 2.508 2.670
C 1.915 3.386 2.994
C 2.860 3.032 3.934
C 2.769 1.809 4.581
C 1.720 0.953 4.294
C 0.779 1.289 3.336
H -0.907 2.856 -4.281
H -1.704 1.529 -5.149
H -0.043 1.989 -5.572
H 3.175 0.243 -4.815
H 4.105 -0.129 -7.066
H 2.645 -0.904 -8.897
H 0.240 -1.265 -8.480
H -0.696 -0.884 -6.236
H 1.895 -1.551 -0.475
H 3.634 -3.304 -0.184
H 4.403 -4.618 -2.105
H 3.381 -4.247 -4.334
H 1.739 -2.474 -4.651
H -5.768 0.217 -1.690
H -4.531 1.188 -2.522
H -5.253 1.778 -1.012
H -4.596 -3.521 -0.491
H -6.749 -4.658 -0.120
H -8.686 -3.394 0.736
H -8.456 -0.988 1.242
H -6.310 0.148 0.879
H -3.855 -2.010 2.682
H -3.531 -4.141 3.872
H -1.995 -5.838 2.960
H -0.734 -5.372 0.889
H -0.994 -3.203 -0.265
H -2.209 5.788 0.090
H -2.865 4.544 -1.001
H -1.369 5.401 -1.426
H -1.200 4.307 3.871
H -1.024 6.299 5.307
H -0.203 8.429 4.374
H 0.384 8.575 1.982
H 0.210 6.590 0.543
H 1.985 4.335 2.484
H 3.676 3.701 4.156
H 3.515 1.524 5.306
H 1.641 0.018 4.830
H -0.068 0.637 3.118
N 1.972 0.628 0.462
C 3.147 0.507 0.481
N 4.379 0.573 0.526
C 5.368 -0.250 0.455
N 6.289 -0.937 0.402
O 0.298 -1.342 1.476
S 1.323 -1.647 2.554
C 1.973 -3.326 2.145
C 1.517 -4.314 3.214
C 1.128 -3.499 4.440
C 0.298 -2.345 3.918
H 3.057 -3.230 2.114
H 1.600 -3.565 1.152
H 2.308 -5.022 3.454
H 0.643 -4.863 2.862
H 2.026 -3.113 4.931
H 0.573 -4.098 5.160
H 0.106 -1.581 4.668
H -0.638 -2.671 3.467
```

Results
Spin multiplicity: 3
Net charge: +1
E_HOMO (spin up / spin down), eV: -7.51 / -10.18
HOMO-LUMO gap (spin up / spin down), eV: 5.427 / 7.892
Relative energy (zero: lowest compared OMol25 entry of this formula, charge and spin), kJ/mol: 150.0
LUMO (spin up / spin down), eV: -2.1 / -2.3
Expectation value of S²: 2.016

***

(4)
C46H50F18N2O30S | ωB97M-V/def2-TZVPD

Structure (XYZ):
```
147
Properties=species:S:1:pos:R:3
C 1.352 4.267 0.518
C 1.880 3.178 0.434
C 2.843 2.008 0.421
C 2.752 1.217 -0.931
C 3.658 0.295 -1.311
O 4.183 2.284 0.835
C 4.780 3.420 0.325
N 4.488 3.759 -1.075
C 5.189 3.146 -1.887
O 5.724 2.485 -2.687
S 4.589 4.926 1.432
O 3.759 4.660 2.575
O 5.915 5.388 1.773
F 3.978 6.079 0.469
C 2.270 0.944 1.530
C 3.332 0.702 2.675
C 2.836 -0.379 3.738
C 3.394 -1.791 3.359
C 2.550 -2.556 2.292
O 2.019 -3.812 2.797
C 0.664 -3.941 2.544
C 0.050 -4.091 1.134
O -0.087 -3.982 3.496
N 1.032 1.459 2.132
C -0.154 0.796 1.687
F -0.096 0.707 0.331
F -0.215 -0.463 2.298
C -1.401 1.621 2.223
F -1.067 2.935 2.244
F -1.559 1.246 3.542
C -2.767 1.304 1.504
F -2.674 0.023 1.035
F -3.754 1.292 2.464
C -3.213 2.327 0.417
F -2.162 2.451 -0.469
F -3.377 3.575 0.940
C -4.553 1.980 -0.345
F -5.499 2.905 0.032
F -5.082 0.766 -0.046
C -4.453 2.144 -1.923
F -5.756 2.050 -2.356
F -4.041 3.384 -2.281
C -3.661 0.973 -2.639
F -2.986 0.160 -1.790
F -4.577 0.179 -3.289
C -2.695 1.483 -3.775
F -2.092 0.439 -4.403
F -3.394 2.147 -4.731
F -1.703 2.261 -3.299
H 0.837 5.211 0.712
H 1.862 1.448 -1.557
H 4.367 -0.065 -0.533
H 3.651 -0.094 -2.344
H 5.883 3.241 0.374
H 2.145 -0.053 1.047
H 3.552 1.643 3.224
H 4.273 0.269 2.261
H 3.324 -0.071 4.698
H 1.738 -0.360 3.895
H 4.451 -1.703 3.009
H 3.450 -2.450 4.263
H 3.241 -2.828 1.450
H 1.719 -1.961 1.853
H 0.058 -5.146 0.772
H -1.023 -3.801 1.223
H 0.496 -3.430 0.359
H 1.082 1.532 3.144
C -0.463 -7.687 3.915
C 0.166 -9.055 3.898
O 0.237 -9.352 2.505
C 0.237 -8.168 1.836
O 0.454 -8.052 0.671
O -0.042 -7.134 2.671
H -0.118 -7.076 4.747
H -1.554 -7.727 3.932
H 1.178 -9.056 4.311
H -0.431 -9.799 4.423
C 8.317 -3.791 0.832
C 8.132 -3.198 2.203
O 6.739 -2.889 2.226
C 6.126 -3.698 1.321
O 4.946 -3.811 1.209
O 7.036 -4.358 0.561
H 9.092 -4.554 0.805
H 8.536 -3.035 0.074
H 8.348 -3.911 3.002
H 8.730 -2.301 2.358
C -6.032 0.294 -7.237
C -4.539 0.143 -7.351
O -4.353 -0.133 -8.737
C -5.428 0.371 -9.401
O -5.509 0.457 -10.584
O -6.399 0.764 -8.532
H -6.325 1.006 -6.468
H -6.536 -0.657 -7.051
H -4.005 1.062 -7.099
H -4.152 -0.671 -6.739
C -7.497 1.585 3.027
C -7.872 0.820 1.787
O -8.596 -0.293 2.310
C -9.080 0.070 3.525
O -9.868 -0.567 4.154
O -8.554 1.256 3.929
H -7.450 2.660 2.860
H -6.549 1.251 3.456
H -8.530 1.389 1.126
H -7.005 0.487 1.223
C -13.662 1.357 3.117
C -12.287 1.070 2.579
O -12.349 1.594 1.253
C -13.327 2.540 1.234
O -13.525 3.285 0.328
O -14.047 2.522 2.388
H -13.662 1.551 4.188
H -14.372 0.555 2.901
H -11.504 1.596 3.132
H -12.055 0.006 2.566
C 8.579 0.236 -5.887
C 7.744 0.872 -4.808
O 7.547 -0.203 -3.893
C 8.556 -1.087 -4.072
O 8.775 -2.012 -3.352
O 9.285 -0.785 -5.180
H 9.272 0.935 -6.353
H 7.971 -0.232 -6.665
H 8.265 1.681 -4.291
H 6.791 1.246 -5.177
C 1.587 6.451 3.894
C 0.628 7.102 4.853
O -0.335 7.696 3.984
C -0.301 7.013 2.811
O -1.091 7.144 1.930
O 0.755 6.157 2.771
H 2.032 5.543 4.294
H 2.385 7.124 3.575
H 0.122 6.378 5.497
H 1.105 7.857 5.476
C 5.566 -4.504 -5.684
C 6.374 -3.543 -4.855
O 5.415 -2.550 -4.495
C 4.186 -3.127 -4.565
O 3.184 -2.621 -4.170
O 4.254 -4.355 -5.146
H 5.911 -5.532 -5.591
H 5.547 -4.231 -6.743
H 6.765 -4.003 -3.945
H 7.200 -3.102 -5.410
```

Results
E_HOMO, eV: -9.64
HOMO-LUMO gap, eV: 9.557
SMILES: C#C[C@@](C=C)(O[C@@H](N=C=O)S(=O)(=O)F)[C@@H](CCCCOC(C)=O)NC(F)(F)C(F)(F)C(F)(F)C(F)(F)C(F)(F)C(F)(F)C(F)(F)C(F)(F)F.O=C1OCCO1.O=C1OCCO1.O=C1OCCO1.O=C1OCCO1.O=C1OCCO1.O=C1OCCO1.O=C1OCCO1.O=C1OCCO1
LUMO, eV: -0.1

***

(5)
H12NiO6 | ωB97M-V/def2-TZVPD

Structure (XYZ):
```
19
Properties=species:S:1:pos:R:3
Ni -0.058 -0.117 -0.088
O 1.762 -1.476 -0.079
H 2.557 -1.000 0.220
H 1.929 -2.434 0.115
O -1.514 -1.182 -1.274
H -2.043 -1.839 -0.823
H -2.136 -0.602 -1.785
O 0.739 0.906 -1.706
H 1.674 0.989 -1.903
H 0.279 1.462 -2.319
O -0.901 -0.982 1.560
H -0.902 -0.470 2.376
H -1.072 -1.864 1.833
O -1.344 1.463 -0.088
H -2.092 1.966 0.194
H -0.838 2.129 -0.587
O 1.239 0.890 1.092
H 1.513 0.373 1.877
H 1.208 1.789 1.384
```

Results
Spin multiplicity: 3
Net charge: +2
E_HOMO (spin up / spin down), eV: -20.21 / -20.23
HOMO-LUMO gap (spin up / spin down), eV: 12.970 / 12.122
Relative energy (zero: lowest compared OMol25 entry of this formula, charge and spin), kJ/mol: 61.7
LUMO (spin up / spin down), eV: -7.2 / -8.1
Expectation value of S²: 2.003

***

(6)
C33H45N3O11 | ωB97M-V/def2-TZVPD

Structure (XYZ):
```
92
Properties=species:S:1:pos:R:3
C 18.664 -11.173 -4.467
C 19.579 -10.138 -4.277
C 20.007 -9.932 -2.957
C 19.530 -10.766 -1.866
C 18.658 -11.796 -2.068
C 18.297 -11.993 -3.395
N 20.021 -10.471 -0.501
O 21.054 -9.937 -0.375
O 19.448 -10.940 0.452
H 18.256 -11.387 -5.444
H 19.909 -9.459 -5.049
H 20.684 -9.101 -2.822
H 18.325 -12.401 -1.238
H 17.717 -12.879 -3.609
C 19.829 -11.087 -6.863
C 18.842 -10.239 -6.495
C 18.012 -9.601 -7.412
C 18.156 -9.898 -8.770
C 19.156 -10.810 -9.182
C 19.951 -11.412 -8.216
N 17.153 -9.284 -9.721
O 16.128 -8.862 -9.202
O 17.427 -9.331 -10.955
H 20.578 -11.545 -6.234
H 18.674 -10.010 -5.453
H 17.285 -8.860 -7.113
H 19.439 -10.884 -10.221
H 20.743 -12.054 -8.572
C 19.748 -13.178 -5.510
C 19.859 -13.746 -4.236
C 20.010 -15.122 -4.158
C 19.982 -15.905 -5.348
C 19.788 -15.206 -6.546
C 19.660 -13.849 -6.700
N 20.125 -17.402 -5.197
O 19.842 -18.069 -6.126
O 20.372 -17.936 -4.104
H 19.696 -12.100 -5.554
H 19.796 -13.122 -3.357
H 19.960 -15.586 -3.184
H 19.734 -15.809 -7.440
H 19.576 -13.445 -7.698
C 17.234 -15.088 -3.534
C 17.986 -14.873 -2.220
O 18.247 -13.773 -1.750
C 18.575 -16.067 -1.600
H 17.789 -15.846 -4.088
H 17.549 -14.197 -4.077
H 16.153 -15.221 -3.554
H 17.780 -16.697 -1.201
H 19.230 -15.762 -0.783
H 19.164 -16.748 -2.214
C 18.147 -13.935 -9.345
C 17.033 -13.204 -10.019
O 16.606 -13.592 -11.103
C 16.391 -12.095 -9.268
H 17.944 -14.436 -8.398
H 18.921 -13.228 -9.046
H 18.640 -14.695 -9.952
H 15.317 -11.999 -9.426
H 16.877 -11.139 -9.462
H 16.544 -12.368 -8.224
C 21.502 -18.271 -7.926
C 20.678 -17.279 -8.756
O 21.036 -16.131 -8.850
C 19.499 -17.902 -9.589
H 22.306 -18.746 -8.489
H 20.859 -19.010 -7.447
H 21.937 -17.609 -7.177
H 19.424 -17.336 -10.517
H 18.545 -17.650 -9.126
H 19.668 -18.972 -9.713
C 21.211 -17.420 -1.967
C 22.373 -16.770 -2.793
O 22.437 -15.548 -2.955
C 23.465 -17.787 -3.181
H 20.376 -16.746 -1.774
H 21.501 -17.905 -1.035
H 20.821 -18.192 -2.631
H 23.111 -18.494 -3.931
H 23.612 -18.367 -2.271
H 24.426 -17.376 -3.494
C 22.943 -11.367 -1.831
C 22.121 -11.624 -3.098
O 21.450 -12.622 -3.087
C 22.157 -10.657 -4.360
H 22.518 -10.402 -1.555
H 24.015 -11.346 -2.029
H 22.713 -12.048 -1.012
H 23.111 -10.318 -4.765
H 21.592 -9.739 -4.200
H 21.610 -11.184 -5.141
```

Results
E_HOMO, eV: -9.05
HOMO-LUMO gap, eV: 8.052
Relative energy (zero: lowest compared OMol25 entry of this formula, charge and spin), kJ/mol: 1652.2
SMILES: O=[N+]([O-])c1ccccc1.O=[N+]([O-])c1ccccc1.O=[N+]([O-])c1ccccc1.CC(C)=O.CC(C)=O.CC(C)=O.CC(C)=O.CC(C)=O
LUMO, eV: -1.0

***

(7)
C29H26AsNO6PPdS2 | ωB97M-V/def2-TZVPD

Structure (XYZ):
```
67
Properties=species:S:1:pos:R:3
Pd -1.482 -0.233 0.007
O -3.362 2.404 2.781
As -2.259 2.719 1.481
O -1.747 4.235 1.742
O -0.958 1.665 1.391
C -3.078 2.542 -0.277
C -2.994 3.589 -1.180
C -3.174 3.350 -2.535
C -3.387 2.057 -2.993
C -3.546 1.018 -2.087
C -3.387 1.271 -0.729
S -3.982 0.067 0.488
O -5.211 0.669 0.959
O -4.108 -1.182 -0.234
O -3.013 -0.039 1.593
H -3.838 1.590 2.595
H -2.770 4.573 -0.780
H -3.121 4.168 -3.241
H -3.443 1.871 -4.057
H -3.800 0.013 -2.397
C -0.605 -1.264 3.116
C -0.262 -2.440 2.269
C 0.378 -3.588 2.777
C 0.588 -4.655 1.948
C 0.183 -4.595 0.598
C 0.351 -5.664 -0.298
C -0.044 -5.521 -1.603
C -0.583 -4.322 -2.064
C -0.767 -3.235 -1.224
S -1.400 -1.752 -1.872
C -0.402 -3.379 0.151
N -0.613 -2.363 1.003
H -0.344 -1.423 4.160
H -1.677 -1.073 3.024
H -0.108 -0.367 2.728
H 0.676 -3.617 3.815
H 1.058 -5.564 2.301
H 0.795 -6.587 0.052
H 0.073 -6.345 -2.294
H -0.862 -4.226 -3.102
C 0.162 2.670 -1.088
P 0.571 1.096 -0.225
C 1.750 1.643 1.053
C 2.808 0.798 1.380
C 3.777 1.212 2.274
C 3.680 2.457 2.873
C 2.600 3.276 2.589
C 1.637 2.878 1.681
C 1.894 0.521 -1.411
C 1.872 -0.775 -1.902
C 2.862 -1.240 -2.749
C 3.908 -0.410 -3.109
C 3.953 0.886 -2.619
C 2.957 1.342 -1.774
H 1.065 3.178 -1.423
H -0.393 3.321 -0.411
H -0.465 2.425 -1.948
H 2.877 -0.180 0.920
H 4.613 0.567 2.504
H 4.440 2.787 3.568
H 2.503 4.235 3.077
H 0.783 3.515 1.494
H 1.064 -1.428 -1.617
H 2.814 -2.254 -3.121
H 4.693 -0.774 -3.757
H 4.771 1.540 -2.894
H 3.027 2.344 -1.377
```

Results
Spin multiplicity: 3
Net charge: -1
E_HOMO (spin up / spin down), eV: -4.66 / -4.62
HOMO-LUMO gap (spin up / spin down), eV: 7.007 / 5.858
Relative energy (zero: lowest compared OMol25 entry of this formula, charge and spin), kJ/mol: 157.9
LUMO (spin up / spin down), eV: 2.4 / 1.2
Expectation value of S²: 2.012

***

The records above yield strongest force on any atom values of 3.290; 6.013; 2.801; 3.501; 1.741; 6.904; 3.173 eV/A, respectively.
The records above yield E_tot values of -365.107483; -1945.520011; -4242.934475; -6345.252974; -1966.386512; -2275.442429; -5128.366616 Eh, respectively.